(1)
C20H28N2RuSi | ωB97M-V/def2-TZVPD

Computed properties:
Electronic energy: -34619.398 eV
⟨S²⟩: 8.78
2S+1: 6
ΔE to the lowest compared entry with this formula, charge and spin: 40.7 kcal/mol
Net charge: +1
Kohn-Sham gap (alpha / beta): 4.79 / 4.41 eV

Geometry as XYZ:
```
52
Properties=species:S:1:pos:R:3:forces:R:3:lowdin_charge:R:1
C 1.9416 -1.7917 -1.3065 1.067 0.070 0.438 -0.18
C 2.0195 -0.7005 -0.3553 0.634 -0.436 0.055 -0.33
C 2.2884 -1.2911 0.9484 1.245 -0.325 -0.921 -0.21
H 2.0930 0.3474 -0.5972 -0.010 -0.146 0.042 0.08
C 2.5687 -2.6852 0.7374 -0.355 1.085 0.108 -0.11
C 2.3898 -2.9782 -0.6352 0.124 1.137 -0.377 -0.15
H 2.6316 -3.9165 -1.1279 -0.315 0.074 0.159 0.11
H 1.7530 -1.6745 -2.3747 0.163 -0.091 0.404 0.10
H 2.4556 -0.7211 1.8552 0.043 -0.277 -0.164 0.08
H 2.9052 -3.3708 1.5093 -0.215 0.072 -0.158 0.11
Ru 0.1800 -1.5274 0.1993 -0.722 -2.123 0.481 1.04
C -1.9573 2.8306 1.3028 -0.409 -0.787 -1.233 -0.02
H -1.2534 2.9197 2.1377 -0.185 -0.333 -0.367 0.05
H -2.9990 2.8081 1.6632 0.400 -0.061 -0.245 0.06
H -1.8145 3.6589 0.5868 -0.072 -0.371 0.355 0.06
Si -0.6460 0.7096 0.2099 3.598 -1.273 -1.265 0.56
C -1.0008 1.0945 -1.6014 -0.788 -0.208 0.618 -0.30
C -0.0122 1.1120 -2.5936 -0.251 0.397 -0.280 -0.10
H 0.9935 0.7468 -2.3853 -0.233 0.192 -0.041 0.09
C -0.3153 1.6313 -3.8605 -0.067 -0.091 0.207 -0.07
H 0.4656 1.6867 -4.6202 -0.236 -0.048 0.183 0.11
C -1.6043 2.0971 -4.1441 -0.054 -0.128 0.214 -0.07
H -1.8350 2.5248 -5.1265 0.126 -0.177 0.454 0.11
C -2.6099 1.9874 -3.1739 0.024 -0.091 -0.242 -0.07
H -3.6200 2.3334 -3.3911 0.229 -0.136 -0.022 0.11
C -2.3189 1.4502 -1.9216 0.291 0.430 -0.391 -0.11
H -3.1033 1.3537 -1.1674 0.132 0.181 -0.234 0.10
C 0.7400 1.7706 0.8964 -2.224 -1.697 -1.433 -0.38
C 1.1511 2.9155 0.1990 -0.240 0.071 0.030 -0.03
H 0.7821 3.0987 -0.8148 0.187 0.003 0.275 0.12
C 1.9896 3.8383 0.8289 0.427 1.085 -0.497 -0.05
H 2.2683 4.7487 0.2976 0.034 -0.288 0.165 0.12
C 2.4464 3.6025 2.1293 0.891 0.650 1.113 -0.09
H 3.0949 4.3293 2.6212 -0.235 -0.307 -0.178 0.10
C 2.0664 2.4374 2.8063 0.633 0.869 0.171 -0.01
H 2.4167 2.2414 3.8194 -0.023 0.159 -0.182 0.13
C 1.2166 1.5139 2.1885 -0.429 -1.168 0.641 -0.14
H 0.9107 0.6025 2.7113 0.143 0.422 -0.051 0.10
H -1.6452 0.0730 1.1315 -0.044 0.526 0.004 0.00
H -1.7668 1.8028 0.6660 -2.037 3.936 2.191 -0.07
N -1.8148 -2.2420 0.8628 -0.278 0.234 0.254 -0.13
C -1.7484 -3.4831 1.6612 -0.815 0.332 0.321 -0.23
C -0.9264 -4.5084 0.9204 0.360 -0.530 -0.680 -0.21
N -0.1829 -3.8362 -0.1828 -0.451 -1.129 -0.399 -0.07
H -2.3524 -2.3832 0.0042 -0.050 -0.008 0.284 0.11
H -2.2958 -1.5097 1.3828 -0.025 -0.279 -0.064 0.05
H -1.2935 -3.2470 2.6289 -0.156 0.099 -0.233 0.12
H -2.7723 -3.8442 1.8256 0.303 -0.094 0.203 0.12
H -0.1992 -4.9777 1.5915 -0.151 0.104 -0.174 0.12
H -1.5618 -5.3040 0.5057 0.155 0.150 0.217 0.12
H 0.6288 -4.4089 -0.4159 -0.172 0.371 0.137 0.07
H -0.7479 -3.8657 -1.0324 0.034 -0.047 0.107 0.10
```
Forces are in eV/Å.

=====

(2)
C5H12N6 | ωB97M-V/def2-TZVPD

Computed properties:
Electronic energy: -14314.250 eV
ΔE to the lowest compared entry with this formula, charge and spin: 85.4 kcal/mol
SMILES: NCCC[C@@H](N)c1nnn[nH]1
Kohn-Sham gap: 10.06 eV

Geometry as XYZ:
```
23
Properties=species:S:1:pos:R:3:forces:R:3:lowdin_charge:R:1
C 1.7345 -1.2637 0.3463 0.271 0.266 -2.868 -0.24
C 1.8232 0.1793 0.2965 2.164 2.298 -0.329 -0.36
C 0.9856 1.1873 1.0587 -0.667 -1.754 3.023 -0.16
C -0.3550 1.5537 0.2471 3.326 5.062 3.346 -0.41
C -1.1773 0.4521 0.0517 -1.535 -5.829 0.917 -0.34
H 2.8221 -2.6133 -0.7140 1.105 2.676 -1.146 0.08
H 2.8425 -0.9922 -1.6378 -0.133 -2.058 2.740 0.11
H 1.7851 -1.4785 1.3979 0.476 -1.770 0.125 0.11
H 0.7797 -1.4802 -0.2270 0.985 -0.878 1.337 0.11
H 2.9402 0.4069 0.4113 -1.470 -0.032 0.226 0.13
H 1.7084 0.1848 -0.7667 -0.468 2.119 -0.882 0.07
H 0.4975 0.7444 2.1763 1.847 1.049 -3.243 0.17
H 1.8232 1.9582 1.3505 -2.651 -0.375 -0.650 0.13
H -0.8874 2.0896 1.1365 0.457 0.099 -1.884 0.16
H -0.6488 3.0376 -1.3695 2.558 -2.163 1.690 0.13
H 0.9183 3.0196 -0.4599 -2.387 -1.719 -1.581 0.12
H -1.6055 0.1540 -2.0936 0.291 -0.291 1.721 0.17
N 3.0044 -1.5262 -0.6701 -2.654 -2.975 0.893 -0.06
N 0.1506 2.3524 -0.9182 -1.414 3.101 0.428 0.00
N -1.5291 -0.4361 1.1459 0.381 2.432 -2.549 0.05
N -2.2187 -1.4449 0.6034 0.921 1.876 -1.973 -0.08
N -2.3059 -1.3356 -0.6731 0.783 0.590 -0.739 -0.01
N -1.5359 -0.1357 -1.0886 -2.187 -1.725 1.397 0.11
```
Forces are in eV/Å.

=====

(3)
C21H18BrN3O2RuS2 | ωB97M-V/def2-TZVPD

Computed properties:
Electronic energy: -124919.565 eV
⟨S²⟩: 0.80
2S+1: 2
ΔE to the lowest compared entry with this formula, charge and spin: 13.9 kcal/mol
Net charge: +1
Kohn-Sham gap (alpha / beta): 6.12 / 5.40 eV

Geometry as XYZ:
```
48
Properties=species:S:1:pos:R:3:forces:R:3:lowdin_charge:R:1
Ru 0.8840 0.1344 -0.1656 -3.167 -3.086 -0.362 0.88
C 0.5180 2.4102 -2.5617 0.047 0.104 0.086 -0.01
C -0.5320 1.8930 -1.6393 -0.052 -0.050 0.127 -0.27
N -0.7287 0.6034 -1.5186 1.388 -0.242 0.805 -0.07
N -1.9411 0.1521 -1.1083 -0.806 0.486 -0.465 -0.03
C -2.1138 -0.6276 -0.1149 -0.017 -0.116 0.339 -1.10
S -0.9762 -1.0755 1.0927 1.394 0.713 -0.818 0.78
S -3.7202 -1.2847 0.2200 0.020 0.026 0.073 0.92
C -4.7620 0.2352 0.2130 0.009 -0.249 -0.153 -0.38
C -5.6783 0.3402 -0.9744 0.000 0.078 0.031 -0.30
C -7.0336 0.0713 -0.8261 -0.005 0.027 0.021 -0.04
C -7.9002 0.2046 -1.9031 -0.020 -0.032 0.007 -0.07
C -7.4146 0.5975 -3.1398 -0.005 -0.001 -0.026 -0.08
C -6.0596 0.8616 -3.2972 0.045 -0.024 0.020 -0.08
C -5.1962 0.7321 -2.2208 0.006 0.033 -0.005 -0.06
C -1.3460 2.7703 -0.7952 -0.360 0.107 -0.328 -0.09
C -2.1031 3.8356 -1.2163 0.041 -0.090 -0.047 0.01
C -2.9092 4.5186 -0.2991 0.000 0.018 0.001 0.00
C -2.9267 4.1549 1.0591 0.004 -0.012 0.024 -0.03
C -2.1377 3.1361 1.5194 -0.024 0.089 0.041 0.05
C -1.2941 2.4191 0.6106 0.025 -0.144 0.018 -0.33
O -0.4977 1.5360 1.0304 0.455 0.765 0.109 -0.18
H 0.0993 2.4717 -3.5710 -0.079 0.019 0.032 0.11
H 1.3731 1.7411 -2.6023 0.014 -0.066 -0.072 0.07
H 0.8456 3.4020 -2.2607 0.050 -0.009 0.005 0.10
H -4.0807 1.0814 0.2840 -0.003 0.007 0.016 0.07
H -5.3352 0.1570 1.1350 -0.008 0.109 0.015 0.08
H -7.4172 -0.2340 0.1413 -0.004 0.015 -0.023 0.11
H -8.9561 0.0045 -1.7742 0.023 -0.018 0.004 0.11
H -8.0883 0.6948 -3.9814 0.011 0.015 0.021 0.11
H -5.6757 1.1675 -4.2625 -0.012 -0.009 0.015 0.10
H -4.1369 0.9269 -2.3405 0.001 -0.012 -0.004 0.09
H -2.1231 4.1011 -2.2661 -0.018 0.051 0.033 0.13
H -3.5402 5.3265 -0.6453 0.014 -0.017 0.016 0.12
H -3.5637 4.6946 1.7476 0.018 0.012 -0.032 0.12
H -2.1001 2.8597 2.5648 -0.003 -0.017 -0.015 0.14
O 3.6438 -4.3043 -1.9830 0.036 0.056 -0.007 0.11
C 2.6171 -3.4819 -1.7504 -0.123 0.052 0.014 -0.29
C 1.2843 -3.8338 -2.0185 -0.027 0.019 0.031 0.03
C 0.2701 -2.9548 -1.6988 -0.264 -0.066 -0.015 -0.07
N 0.6101 -1.7832 -1.1721 0.474 1.259 0.530 -0.07
C 1.8317 -1.4356 -0.9530 0.700 0.117 -0.188 -0.36
Br 2.7485 1.4601 0.3838 -0.071 0.111 0.142 0.12
C 2.9178 -2.2249 -1.2097 0.326 0.003 -0.038 0.03
H 3.3508 -5.1619 -2.3123 -0.035 -0.009 -0.032 0.13
H 1.0403 -4.7893 -2.4646 0.012 0.002 0.038 0.13
H -0.7783 -3.1716 -1.8533 0.019 -0.018 -0.010 0.13
H 3.9396 -1.9343 -1.0146 -0.030 -0.004 0.028 0.13
```
Forces are in eV/Å.